Record 1
{
  "formula": "BF4H36O18",
  "method": "the ωB97M-V functional and the def2-TZVPD basis",
  "gap_ev": 8.6,
  "mol_weight_g_mol": 411.07,
  "charge": -1,
  "relative_energy_kcal_mol": 0.00,
  "species": ["F", "F", "F", "F", "O", "O", "O", "O", "O", "O", "O", "O", "O", "O", "O", "O", "O", "O", "O", "O", "O", "O", "B", "H", "H", "H", "H", "H", "H", "H", "H", "H", "H", "H", "H", "H", "H", "H", "H", "H", "H", "H", "H", "H", "H", "H", "H", "H", "H", "H", "H", "H", "H", "H", "H", "H", "H", "H", "H"],
  "positions_angstrom": [[0.62768, 1.18904, -0.60861], [0.86543, -0.48145, 0.92781], [-0.38979, -0.77620, -0.91925], [-1.13534, 0.55161, 0.62242], [0.74307, 2.77162, -3.04736], [1.16235, 2.54216, 2.12048], [-2.82017, 0.31274, -1.93155], [1.10999, -2.32818, 3.29470], [1.84022, 4.05059, -0.85693], [-0.51503, -1.45638, -3.75265], [3.98516, 0.74268, 0.85945], [-2.17922, -2.55430, -1.91444], [2.69205, 0.21129, 3.44793], [-1.45663, 3.12480, -0.01826], [-3.14134, -2.32073, 0.61467], [-2.79336, -0.50005, 2.66934], [1.93300, 0.02061, -3.49483], [-0.45566, -3.16839, 1.27079], [2.87860, -0.92618, -1.25244], [-0.27963, 0.39081, 3.42558], [-4.19795, 0.88571, 0.56465], [0.89318, -3.06333, -1.48046], [0.05494, 0.14868, 0.01483], [-2.29331, -2.20447, -1.05566], [-2.96788, 0.36022, 2.36865], [0.38670, -1.12781, -3.54270], [2.10522, 4.73480, -1.43915], [1.03303, 2.94736, -2.17015], [0.92632, 2.26093, 1.23469], [-3.04153, -1.55623, 1.29889], [-2.22729, -0.43337, -2.08768], [2.96794, 0.95589, 3.98218], [0.22333, -0.37454, 3.13780], [-3.70301, 0.64575, -0.21331], [-4.07060, -2.42057, 0.53931], [-1.27886, -2.75888, 1.05232], [1.82800, 0.87002, -3.03469], [1.88535, -2.31080, 2.69146], [2.75772, 0.17282, -3.97763], [-0.85286, -1.79617, -2.89216], [2.41959, -0.65731, -2.04715], [1.01681, -3.23669, 3.68051], [2.36869, 0.62963, 2.69286], [-2.38749, 3.20460, -0.26763], [-2.46291, 1.15953, -2.22505], [0.04114, -2.56041, 1.83862], [3.77731, -0.94792, -1.52810], [-3.04384, -2.89019, -2.16561], [1.37580, 3.33420, -3.53194], [0.62394, 1.90111, 2.63784], [-1.15911, 2.33992, -0.41182], [1.71117, -2.60599, -1.56865], [4.65435, 0.14173, 0.56332], [2.51011, 3.40050, -0.92752], [-3.90801, 1.72525, 0.91640], [0.38897, -2.37116, -1.05107], [3.20943, 0.34145, 0.49631], [-3.16625, -0.56226, 3.53341], [-1.06951, 0.32193, 2.91725]]
}

***

Record 2
{
  "formula": "CH2BrFO2S",
  "method": "the ωB97M-V functional and the def2-TZVPD basis",
  "gap_ev": 11.2,
  "smiles": "O=S(=O)(Br)CF",
  "mol_weight_g_mol": 176.99,
  "relative_energy_kcal_mol": 9.00,
  "species": ["Br", "S", "F", "O", "O", "C", "H", "H"],
  "positions_angstrom": [[1.02834, 1.23871, 2.42989], [-0.66015, 1.62439, 1.09448], [-0.94851, 0.59980, -1.15030], [-0.27611, 2.73874, 0.29715], [-1.84000, 1.53542, 1.84084], [-0.53767, 0.13498, 0.06677], [0.46767, -0.38972, 0.17350], [-1.24579, -0.78158, 0.39002]]
}

***

Record 3
{
  "formula": "C20H11AuBrF4N9P",
  "method": "the ωB97M-V functional and the def2-TZVPD basis",
  "gap_ev": 4.2,
  "mol_weight_g_mol": 761.21,
  "charge": 1,
  "relative_energy_kcal_mol": 33.86,
  "species": ["Au", "Br", "P", "F", "F", "F", "F", "N", "N", "N", "N", "N", "N", "N", "N", "N", "C", "C", "C", "C", "C", "C", "C", "C", "C", "C", "C", "C", "C", "C", "C", "C", "C", "C", "C", "C", "H", "H", "H", "H", "H", "H", "H", "H", "H", "H", "H"],
  "positions_angstrom": [[1.17861, -0.90655, 1.02992], [0.36279, -3.40636, -0.49369], [-0.47224, 0.03010, -0.25207], [-1.63395, -4.69402, -2.19347], [-3.80512, -3.73618, -3.41873], [-4.47039, -1.11549, -3.18166], [-2.94878, 0.51825, -1.72030], [2.40281, -2.22000, 4.92852], [3.59108, -1.94455, 4.54661], [2.17897, -1.61498, 2.85433], [1.52025, -2.01356, 3.88220], [4.57133, -1.24480, 2.54242], [5.92418, -0.65226, 0.68810], [3.66241, -0.68647, 0.39472], [4.19542, -0.37688, -0.68437], [5.67570, -0.35353, -0.48997], [-2.67374, 0.00149, 1.45655], [-1.34112, 2.01048, 1.48993], [-2.58842, -0.76134, -1.81900], [-2.14418, 2.52157, 2.49719], [-3.05531, -2.92402, -2.69960], [-3.39300, -1.58955, -2.57968], [4.69544, -0.87589, 1.30021], [3.47870, -1.56954, 3.25506], [-1.12699, -2.56932, -1.29736], [-1.92499, -3.40703, -2.05745], [-0.70434, 2.44813, -1.67238], [-3.47043, 0.51713, 2.46702], [1.20417, 1.04844, -2.15597], [1.62960, 1.95547, -3.11228], [-0.26689, 3.35592, -2.62416], [-3.20971, 1.77748, 2.98477], [0.03700, 1.29355, -1.43244], [-1.61403, 0.75244, 0.95716], [0.89474, 3.11019, -3.34337], [-1.44771, -1.21253, -1.16253], [-1.93641, 3.50290, 2.90233], [-1.61832, 2.63735, -1.12675], [-0.50560, 2.59362, 1.12203], [-0.83909, 4.25516, -2.80840], [-2.88449, -0.98503, 1.06151], [1.78914, 0.15563, -1.96540], [5.44938, -1.32274, 3.06712], [-4.29603, -0.06768, 2.84966], [2.53648, 1.76400, -3.66998], [1.22810, 3.82180, -4.08693], [-3.83502, 2.17921, 3.77055]]
}

***

Record 4
{
  "formula": "C17H35BrNOP2S",
  "method": "the ωB97M-V functional and the def2-TZVPD basis",
  "gap_ev": 7.5,
  "mol_weight_g_mol": 443.39,
  "charge": 1,
  "species": ["Br", "S", "P", "P", "O", "N", "C", "C", "C", "C", "C", "C", "C", "C", "C", "C", "C", "C", "C", "C", "C", "C", "C", "H", "H", "H", "H", "H", "H", "H", "H", "H", "H", "H", "H", "H", "H", "H", "H", "H", "H", "H", "H", "H", "H", "H", "H", "H", "H", "H", "H", "H", "H", "H", "H", "H", "H", "H"],
  "positions_angstrom": [[-1.35622, -6.00430, -4.28730], [-7.55892, -4.32907, -1.22664], [-5.82366, -5.11491, -1.16114], [-0.60177, -4.44442, -2.88139], [-0.24517, -5.33776, -1.57509], [-4.50588, -4.01401, -1.70845], [3.35367, -0.17496, 1.86766], [2.16103, -2.18872, 0.85267], [-3.75029, -1.84964, -2.27718], [1.19838, 4.39139, 1.70786], [1.39447, 5.86557, 1.35134], [3.94734, 5.82343, 1.30516], [-4.74846, -2.70232, -1.85043], [1.17263, 3.44046, 0.51293], [-3.29650, -4.52917, -1.99422], [0.02351, 3.71101, -0.45462], [-0.95122, -1.95429, 0.74343], [-2.50220, -2.36408, -2.57591], [0.01870, -0.86403, 0.30210], [2.48903, -1.40645, 2.12332], [2.66333, 6.17072, 0.55660], [-2.26261, -3.72428, -2.43887], [1.35691, -1.41214, -0.19142], [-0.93957, 3.63139, 0.05479], [1.17647, -2.07222, -1.04992], [-0.56336, -2.53190, 1.58295], [2.64516, 5.64311, -0.40123], [-3.97397, -0.80364, -2.37894], [3.01514, -2.07228, 2.81067], [2.67173, 7.23630, 0.31609], [-5.63516, -6.18276, -2.04564], [1.95699, -0.58358, -0.57429], [4.82376, 6.08587, 0.71195], [3.09422, -2.52130, 0.39006], [0.03046, 2.99045, -1.27531], [2.84909, 0.54627, 1.22210], [-5.74054, -2.34594, -1.63266], [4.00622, 6.36959, 2.24836], [4.01092, 4.75698, 1.52753], [-0.44026, -0.28920, -0.50897], [1.98741, 4.07353, 2.39468], [-3.15982, -5.59516, -1.88703], [-1.71435, -1.71082, -2.91687], [1.40852, 6.44573, 2.27857], [-5.36446, -5.51485, 0.10027], [0.09171, 4.70596, -0.89485], [1.56860, -1.10821, 2.63399], [1.62305, -3.10227, 1.12738], [-1.90653, -1.52735, 1.05549], [2.12303, 3.48222, -0.02571], [3.58534, 0.33134, 2.80462], [1.07985, 2.41626, 0.88891], [0.17093, -0.15886, 1.12162], [-1.14984, -2.64927, -0.08207], [0.52852, 6.22485, 0.78825], [4.29646, -0.45440, 1.39444], [-0.59168, -4.99423, -0.74196], [0.25990, 4.29035, 2.26235]]
}

***

Record 5
{
  "formula": "CH4O2",
  "method": "the ωB97M-V functional and the def2-TZVPD basis",
  "gap_ev": 10.7,
  "smiles": "C=O.O",
  "mol_weight_g_mol": 48.04,
  "relative_energy_kcal_mol": 18.07,
  "species": ["O", "O", "C", "H", "H", "H", "H"],
  "positions_angstrom": [[-0.41314, 0.58940, -0.02640], [0.58995, -0.85878, 1.34527], [-0.29152, 0.43461, -1.20844], [-0.94299, 1.05332, -1.87044], [0.46852, -1.00698, 2.31043], [0.09826, -0.02721, 1.15821], [0.49089, -0.18435, -1.70862]]
}

***

Record 6
{
  "formula": "C22H20Cl2MoN6O7S3",
  "method": "the ωB97M-V functional and the def2-TZVPD basis",
  "gap_ev": [5.2, 5.2],
  "mol_weight_g_mol": 743.48,
  "relative_energy_kcal_mol": 35.66,
  "species": ["Mo", "Cl", "Cl", "S", "S", "S", "O", "O", "O", "O", "O", "O", "O", "N", "N", "N", "N", "N", "N", "C", "C", "C", "C", "C", "C", "C", "C", "C", "C", "C", "C", "C", "C", "C", "C", "C", "C", "C", "C", "C", "C", "H", "H", "H", "H", "H", "H", "H", "H", "H", "H", "H", "H", "H", "H", "H", "H", "H", "H", "H", "H"],
  "positions_angstrom": [[-1.35308, 1.05650, -0.05065], [0.91280, -2.42802, 2.64007], [0.03529, -5.54672, -1.63450], [-5.21062, 3.68010, 0.49946], [-2.25898, 3.65518, 0.07294], [-3.73279, 1.14666, 0.18113], [-1.28279, 1.76796, -1.74720], [2.17576, -0.25058, 0.38740], [2.18296, -0.36457, -6.53001], [-1.42329, 2.06977, -3.95369], [3.88135, -1.16302, -5.47521], [3.84895, -1.23125, -0.60873], [-0.65173, -0.38358, 0.98121], [-0.67678, 0.85583, 4.04381], [0.94689, 1.75372, 2.63766], [-1.63303, -0.69413, -1.28057], [2.80649, -0.58645, -0.63543], [2.80067, -0.61127, -5.51562], [-1.26055, 1.71162, 1.95679], [-1.61066, -3.10462, -2.70057], [-0.33221, 1.42382, 2.86334], [-3.77745, 2.92046, 0.25362], [-1.88414, 0.07001, 4.17715], [-0.15424, -4.03104, -0.85055], [0.42129, -3.83121, 0.38904], [2.24846, -0.20493, -1.86803], [-0.84149, 1.66562, -2.97518], [1.29097, 2.75612, 1.65370], [-0.01509, 1.14625, 5.29623], [2.07047, 0.97815, 3.12176], [0.46567, 0.91659, -3.04447], [-0.90167, -3.01304, -1.48527], [1.10265, 0.59826, -1.85910], [-0.97532, -1.77520, -0.80934], [-2.32208, -0.82217, -2.41016], [-0.40978, -1.56445, 0.46897], [1.00655, 0.51009, -4.26344], [2.81405, -0.60130, -3.08014], [0.27483, -2.62292, 1.06951], [-2.33209, -2.01288, -3.13662], [2.20250, -0.21813, -4.25932], [0.73786, 1.91551, 5.15687], [0.52188, 0.77297, -5.19004], [-2.89959, -2.05980, -4.05313], [1.73271, 0.12746, 3.70381], [0.40414, 3.33078, 1.38269], [0.98393, -4.62729, 0.84868], [-2.17407, 1.82533, 2.39532], [1.73855, 2.31338, 0.75875], [2.02528, 3.43368, 2.09798], [3.72369, -1.18354, -3.08943], [0.75426, 1.01051, -0.89796], [-0.75668, 1.52194, 6.00711], [-2.21267, -0.28909, 3.19847], [2.60930, 0.58861, 2.25483], [-2.88349, 0.04180, -2.74462], [-1.66266, -0.79559, 4.80652], [2.74897, 1.58983, 3.72021], [0.44447, 0.25277, 5.72713], [-2.69125, 0.63993, 4.65069], [-1.59337, -4.03043, -3.25389]]
}